Below is a structure of composition C26H31FN7ReSSeSi at a distorted geometry, with properties calculated with the ωB97M-V functional and the def2-TZVPD basis.

XYZ file:
```
69
C26H31FN7ReSSeSi, DFT the ωB97M-V functional and the def2-TZVPD basis
Re -0.02800 -0.65340 0.33100
Se 5.68310 0.58380 5.43150
N 5.59130 0.53080 3.68720
C 4.35020 0.31100 3.30520
C 3.91010 0.19960 1.94610
C 4.72180 0.46220 0.83550
C 4.16870 0.35800 -0.42530
C 2.84600 -0.06490 -0.56240
N 2.06440 -0.34120 0.47550
C 2.56510 -0.15690 1.72010
C 1.62580 -0.25720 2.80180
N 0.32860 -0.47500 2.46680
C -0.59680 -0.46390 3.43010
C -0.28070 -0.23680 4.76520
C 1.03770 -0.03080 5.12950
C 2.02380 -0.04420 4.13870
C 3.41730 0.18150 4.39200
N 3.96210 0.30210 5.58530
H 5.74510 0.76540 0.99870
H 4.74890 0.60000 -1.30300
H 2.41440 -0.17690 -1.55080
H -1.62610 -0.61920 3.13110
H -1.06710 -0.21110 5.50420
H 1.33090 0.15380 6.15140
C -4.19530 -1.23580 -1.65160
Si -3.35460 -1.33970 0.05110
C -4.39740 -1.06140 1.62230
C -2.57030 -3.07170 0.24650
N -1.93770 -0.12640 0.11490
C -2.23930 1.19180 -0.03670
C -3.54780 1.70170 -0.22720
C -3.79720 3.04660 -0.38150
C -2.76330 3.97550 -0.35930
C -1.45980 3.53790 -0.14910
C -1.23740 2.19840 0.01410
F 0.05520 1.76900 0.25060
H -4.70220 -2.18080 -1.82470
H -3.49800 -1.08020 -2.47120
H -4.95280 -0.46180 -1.72650
H -5.38790 -1.46540 1.43400
H -4.51760 -0.02680 1.92730
H -3.99410 -1.62070 2.46380
H -3.25360 -3.69120 0.81920
H -1.61690 -3.04610 0.77070
H -2.43730 -3.55940 -0.71450
H -4.37070 1.01210 -0.23890
H -4.81280 3.38060 -0.52210
H -2.96370 5.02470 -0.49120
H -0.63280 4.22840 -0.11460
C -1.88180 -6.58750 -1.63630
C -0.54370 -6.13090 -2.21640
N -0.34200 -4.68540 -2.12760
C 0.13090 -4.03280 -1.08220
S 0.40370 -2.30590 -1.35320
N 0.45350 -4.66060 0.02950
C 1.10130 -4.17790 1.23340
C 0.45090 -4.82240 2.45120
H -2.02740 -7.63140 -1.90470
H -2.70620 -6.02080 -2.06370
H -1.91290 -6.50710 -0.55060
H -0.50220 -6.38970 -3.27360
H 0.28720 -6.64050 -1.72060
H -0.56960 -4.14360 -2.95390
H 0.29340 -5.66500 0.04750
H 1.02290 -3.08180 1.27720
H 2.16220 -4.44700 1.18180
H -0.54510 -4.42580 2.62670
H 1.04970 -4.65190 3.33950
H 0.37620 -5.89870 2.31430
```

2S+1: 2
ΔE to the lowest compared entry with this formula, charge and spin (kcal per mole): 34.3
HOMO energy (alpha / beta) (eV): -16.492 / -16.468
Net charge: +3
Lowest unoccupied orbital energy (alpha / beta) (eV): -10.3801 / -11.1427
Gap between HOMO and LUMO (alpha / beta) (eV): 6.112 / 5.325


Below is a structure of composition C26H31IN8O4PS2TeW, with properties calculated with the ωB97M-V functional and the def2-TZVPD basis.

XYZ file:
```
75
C26H31IN8O4PS2TeW, DFT the ωB97M-V functional and the def2-TZVPD basis
W -0.53539 -0.77563 -0.15195
C 2.83868 0.76673 -2.77229
C 2.12617 0.72384 -1.47090
N 0.80109 0.80176 -1.56056
N 0.12179 1.03475 -0.37051
C 0.29680 1.72164 0.78190
S -0.49074 0.71488 1.94075
S 1.00559 3.22359 0.95268
C 0.79267 3.51074 2.76552
C 1.53018 4.77236 3.10654
C 2.86901 4.71013 3.48037
C 3.55568 5.87416 3.78688
C 2.90532 7.09906 3.71395
C 1.57067 7.16286 3.33886
C 0.88034 5.99971 3.03264
C 2.84852 0.59756 -0.23029
C 4.07949 1.24151 -0.01407
C 4.75720 1.06174 1.16918
C 4.24492 0.19569 2.14076
C 3.06187 -0.48902 1.93688
C 2.36295 -0.28857 0.75331
O 1.27240 -1.03937 0.47764
H 2.14583 0.63550 -3.60071
H 3.65583 0.04667 -2.80328
H 3.28636 1.76101 -2.88708
H 1.20372 2.63771 3.27300
H -0.27887 3.59063 2.94603
H 3.36964 3.75056 3.55367
H 4.59185 5.82737 4.09272
H 3.43951 8.00682 3.95957
H 1.06459 8.11738 3.29387
H -0.16612 6.04920 2.75346
H 4.47158 1.90966 -0.77003
H 5.69029 1.57932 1.34235
H 4.79124 0.04408 3.06262
H 2.68102 -1.18743 2.67022
I 1.44206 -5.43083 2.97337
C -0.16705 -4.19236 2.58196
C -1.39275 -4.35922 3.21388
C -2.42551 -3.50046 2.88522
C -2.21894 -2.50236 1.95617
N -1.02804 -2.31999 1.34707
C -0.02018 -3.17080 1.66518
H -1.53853 -5.14441 3.94461
H -3.39868 -3.59358 3.34661
H -3.01885 -1.83803 1.68267
H 0.92389 -3.02140 1.17237
C -2.47178 1.78516 -4.24951
C -3.68414 1.45575 -3.42517
O -3.70603 -0.00188 -3.11701
P -3.07022 -0.68283 -1.90017
O -1.50669 -0.70332 -1.93929
Te -3.08974 0.37887 0.26692
O -3.50095 -2.16525 -1.90108
C -4.87534 -2.65718 -2.22937
C -4.73137 -3.93533 -3.00417
H -2.50662 2.84455 -4.50568
H -2.46214 1.21238 -5.17521
H -1.54914 1.59470 -3.69897
H -4.61866 1.61408 -3.95359
H -3.71487 1.99237 -2.47631
H -5.38084 -1.88093 -2.79965
H -5.37032 -2.79530 -1.27079
H -4.22913 -3.76478 -3.95529
H -5.72560 -4.33112 -3.21326
H -4.18387 -4.68195 -2.43013
N -0.68690 -5.75072 -2.34634
N -0.20844 -4.49009 -2.10117
N 0.63155 -3.89250 -2.92483
C 0.74334 -2.70114 -2.37388
N -0.00423 -2.61543 -1.26505
N -0.63437 -3.77944 -1.11842
H -0.13041 -6.16132 -3.08902
H -0.67958 -6.29716 -1.49234
H 1.34736 -1.90532 -2.77405
```

ΔE to the lowest compared entry with this formula, charge and spin (kcal per mole): 28.0
HOMO energy (eV): -15.414
Net charge: +3
Lowest unoccupied orbital energy (eV): -10.5464
Gap between HOMO and LUMO (eV): 4.868


Below is a structure of composition C26H31N3O3PV at a distorted geometry, with properties calculated with the ωB97M-V functional and the def2-TZVPD basis.

XYZ file:
```
65
C26H31N3O3PV, DFT the ωB97M-V functional and the def2-TZVPD basis
V -0.28413 0.24806 0.80489
C 2.44089 -0.52591 -4.28293
C 2.80739 -1.38892 -3.25508
C 2.70468 -0.96987 -1.93371
C 2.24937 0.31597 -1.62535
C 1.89125 1.17402 -2.65858
C 1.98728 0.75287 -3.98216
P 2.00841 0.72881 0.13512
C 3.67630 0.99577 0.80276
C 3.77883 1.32121 2.15645
C 5.01517 1.59101 2.72213
C 6.16383 1.52414 1.94122
C 6.06899 1.19678 0.59741
C 4.82775 0.93346 0.02605
C 1.18844 2.34535 0.17013
C 1.76134 3.61680 0.29477
C 0.92230 4.71645 0.27530
C -0.45981 4.54753 0.13466
C -1.01258 3.27849 0.04842
C -0.20014 2.12831 0.08577
H 2.51790 -0.84692 -5.31582
H 3.18328 -2.38036 -3.48473
H 2.99087 -1.64534 -1.13094
H 1.52466 2.16817 -2.43131
H 1.71006 1.43067 -4.78233
H 2.88594 1.37378 2.76761
H 5.08469 1.85363 3.77090
H 7.13160 1.72717 2.38290
H 6.96169 1.15200 -0.01450
H 4.76402 0.68996 -1.02703
H 2.83485 3.74328 0.39831
H 1.33700 5.71461 0.37150
H -1.10144 5.42356 0.11973
H -2.09107 3.18626 -0.01695
C -4.40232 0.90182 0.29066
N -4.25128 -0.30898 1.10190
C -5.45098 -1.14084 1.24956
C -5.27671 -2.15579 2.35464
C -3.91755 -2.80067 2.19737
N -2.88399 -1.76693 2.27702
C -1.66076 -2.08543 2.99353
C -3.06652 -0.57465 1.68308
O -2.14677 0.30144 1.65135
H -4.87541 1.70291 0.86147
H -5.03302 0.66346 -0.56699
H -3.43836 1.24784 -0.05980
H -5.65985 -1.63560 0.29839
H -6.29040 -0.48264 1.46320
H -6.07444 -2.89790 2.31644
H -5.32019 -1.66056 3.32898
H -3.84868 -3.32839 1.24193
H -3.73218 -3.52283 2.98640
H -1.88392 -2.31577 4.03398
H -0.98881 -1.24202 2.98582
H -1.16165 -2.94043 2.54176
N -0.73707 -3.17583 -3.19751
C -0.38567 -3.13332 -1.78471
C -0.57113 -1.74056 -1.26063
O -0.82220 -0.84528 -2.12991
O -0.45778 -1.45460 -0.06677
H -0.19271 -3.85205 -3.71069
H -0.76475 -1.30715 -3.00952
H -1.71396 -3.40138 -3.33508
H 0.67269 -3.34845 -1.65383
H -0.93321 -3.82023 -1.14663
```

2S+1: 4
ΔE to the lowest compared entry with this formula, charge and spin (kcal per mole): 8.5
HOMO energy (alpha / beta) (eV): -9.889 / -10.591
Net charge: +1
Lowest unoccupied orbital energy (alpha / beta) (eV): -2.2114 / -2.2454
Gap between HOMO and LUMO (alpha / beta) (eV): 7.678 / 8.346


Below is an isolated molecule of C26H31N3O4, with properties calculated with the ωB97M-V functional and the def2-TZVPD basis.

XYZ file:
```
64
C26H31N3O4, DFT the ωB97M-V functional and the def2-TZVPD basis
C 0.67364 4.79951 0.72272
C 1.41792 3.53282 1.00622
C 1.57380 3.09637 2.31992
C 2.25183 1.91797 2.57715
C 2.76394 1.15029 1.54492
C 2.60536 1.55952 0.21901
N 3.12276 0.85083 -0.85181
C 2.38609 0.78840 -2.10102
C 2.29822 -0.66558 -2.59585
N 2.12197 -1.55917 -1.46958
C 0.87532 -1.99984 -1.18373
O -0.08149 -1.66002 -1.88155
C 0.70286 -2.90485 -0.01750
C 1.60111 -3.93531 0.24499
C 1.44315 -4.75308 1.34728
C 0.38407 -4.53744 2.21578
C -0.54816 -3.55481 1.94989
C -0.42470 -2.75493 0.81534
N -1.39192 -1.83178 0.45386
C -2.32910 -1.22404 1.22641
O -2.51050 -1.45082 2.40290
C -3.18635 -0.22692 0.45036
C -4.07521 -0.96219 -0.55856
C -4.99908 0.02422 -1.26709
C -4.18462 1.10429 -1.97194
C -3.29040 1.83521 -0.97651
C -2.35566 0.84861 -0.27779
C -1.47815 1.54915 0.73757
O -1.70960 2.61655 1.23905
O -0.39384 0.82757 1.03110
C 3.26022 -1.59921 -0.57424
C 4.01855 -0.25747 -0.66910
C 1.93549 2.76527 -0.02243
H 0.98318 5.58908 1.40423
H -0.39234 4.62591 0.87174
H 0.83274 5.13036 -0.30059
H 1.17143 3.68371 3.13084
H 2.38094 1.58279 3.59636
H 3.27155 0.23063 1.78856
H 1.37441 1.16532 -1.93427
H 2.86958 1.40617 -2.87057
H 3.20477 -0.95877 -3.13237
H 1.44029 -0.78166 -3.25900
H 2.41649 -4.11540 -0.43921
H 2.14575 -5.55170 1.53047
H 0.26974 -5.15734 3.09225
H -1.38991 -3.39996 2.60387
H -1.28279 -1.51734 -0.50894
H -3.82436 0.27062 1.18886
H -3.45227 -1.47153 -1.29731
H -4.66470 -1.71736 -0.03466
H -5.61809 -0.50829 -1.99156
H -5.66315 0.48961 -0.53578
H -4.85321 1.81712 -2.45765
H -3.56554 0.64385 -2.74546
H -2.69773 2.59588 -1.48839
H -3.89808 2.34166 -0.22484
H -1.70341 0.37558 -1.01857
H 0.16143 1.28383 1.69176
H 3.94101 -2.41533 -0.84754
H 2.90415 -1.76587 0.44423
H 4.62532 -0.10430 0.22255
H 4.69905 -0.27782 -1.52799
H 1.83620 3.12141 -1.03677
```

ΔE to the lowest compared entry with this formula, charge and spin (kcal per mole): 0.0
HOMO energy (eV): -7.923
Net charge: 0
Lowest unoccupied orbital energy (eV): 0.5339
Gap between HOMO and LUMO (eV): 8.457


Below is a cluster of 2 separate species, C26H31N4O in total at a distorted geometry, with properties calculated with the ωB97M-V functional and the def2-TZVPD basis.

XYZ file:
```
62
C26H31N4O, DFT the ωB97M-V functional and the def2-TZVPD basis
C -2.29051 0.45743 2.76258
C -1.09454 0.03548 3.19008
C -0.01486 -0.43774 2.24053
N 1.30746 0.16648 2.47362
H -3.09780 0.69038 3.45894
H -2.46891 0.58040 1.69099
H -0.82288 -0.02167 4.25099
H 0.10765 -1.52990 2.29379
H -0.31658 -0.16383 1.22007
H 1.24804 1.00392 3.05192
H 1.94866 -0.47526 2.94934
C 9.68575 -3.19670 0.75690
N 8.27088 -3.10508 1.03576
C 7.55239 -4.20546 1.41102
O 7.98400 -5.35084 1.50687
C 6.11255 -3.75830 1.64553
C 5.63095 -3.95449 3.08219
C 5.58398 -5.41222 3.46625
C 6.32264 -5.85948 4.56603
C 6.42120 -7.22956 4.81933
C 5.73137 -8.13927 4.00610
C 4.90710 -7.67838 2.96781
C 4.82503 -6.30611 2.70522
N 6.15946 -2.34245 1.26496
C 5.06046 -1.56764 1.35200
C 5.05187 -0.20966 1.05036
C 3.91125 0.58466 1.02709
C 3.90672 1.98218 0.72784
C 2.70371 2.73890 0.79106
C 2.66317 4.06468 0.38682
C 3.84185 4.70992 -0.02548
C 3.85119 6.08781 -0.41934
N 3.89554 7.20780 -0.76137
C 5.04077 3.99157 -0.07130
C 5.08601 2.66219 0.31421
C 7.51239 -1.85990 0.92789
C 8.05785 -0.84025 1.94224
C 7.59905 -1.32452 -0.51413
H 10.02299 -4.21892 0.95090
H 9.89029 -2.93931 -0.29014
H 10.24664 -2.50407 1.39597
H 5.45457 -4.31828 0.95037
H 6.30603 -3.40947 3.75916
H 4.63308 -3.50131 3.18666
H 6.86193 -5.12645 5.17105
H 7.05263 -7.58057 5.63922
H 5.82710 -9.21181 4.18667
H 4.34604 -8.37874 2.34449
H 4.21474 -5.92180 1.88116
H 4.14273 -2.06430 1.69115
H 6.01369 0.24870 0.81546
H 2.93830 0.12246 1.20216
H 1.80832 2.23387 1.16053
H 1.72536 4.62189 0.38960
H 5.94626 4.49323 -0.41224
H 6.03272 2.12542 0.27783
H 8.16313 -1.31195 2.92912
H 9.03994 -0.48588 1.60472
H 7.39905 0.02282 2.04510
H 7.42474 -2.14606 -1.22551
H 6.85000 -0.55167 -0.69615
H 8.59552 -0.89434 -0.68059
```

ΔE to the lowest compared entry with this formula, charge and spin (kcal per mole): 41.1
HOMO energy (eV): -11.351
Net charge: +1
Lowest unoccupied orbital energy (eV): -5.1212
Gap between HOMO and LUMO (eV): 6.229


Below is an isolated molecule of C26H31N5O6S, with properties calculated with the ωB97M-V functional and the def2-TZVPD basis.

XYZ file:
```
69
C26H31N5O6S, DFT the ωB97M-V functional and the def2-TZVPD basis
C -0.86144 -5.93338 2.34299
C -0.63660 -4.94640 1.20332
C -1.79317 -4.98221 0.20910
C -1.62502 -4.03846 -0.98341
N -1.40688 -2.64418 -0.61279
C -2.39094 -1.95919 0.01268
S -3.89468 -2.52770 0.34470
N -2.07848 -0.66195 0.40429
C -0.87203 -0.21985 0.88752
O 0.04354 -0.97534 1.16452
C -0.77685 1.24581 1.03087
C -1.44158 2.09276 0.15338
C -1.28324 3.47094 0.23886
O -1.88434 4.33760 -0.63485
C -2.75734 3.81945 -1.61106
C -0.46951 4.01254 1.24941
O -0.20942 5.32262 1.48385
C -0.99086 6.34441 0.90576
C 0.20376 3.13715 2.13265
O 0.97289 3.75505 3.06831
C 1.60361 2.95803 4.04174
C 0.06187 1.76774 2.00979
C -0.52789 -1.89200 -1.44685
C 0.83983 -1.96744 -1.31283
N 1.41526 -2.79516 -0.40547
N 1.65642 -1.25930 -2.15912
C 3.10039 -1.26802 -1.96747
C 3.49189 -0.56711 -0.68921
C 4.41586 -1.13154 0.18121
C 4.77593 -0.47057 1.34302
C 4.21225 0.75653 1.64601
C 3.28798 1.32362 0.78419
C 2.92855 0.66408 -0.37614
C 1.16174 -0.42479 -3.14960
O 1.88133 0.18737 -3.90472
N -0.19924 -0.34025 -3.20188
C -1.12789 -0.97620 -2.37668
O -2.31006 -0.70909 -2.47499
H -0.03835 -5.89255 3.05262
H -0.93622 -6.94883 1.96026
H -1.78253 -5.69837 2.87073
H -0.55366 -3.94104 1.62436
H 0.29697 -5.19499 0.69168
H -2.71796 -4.74022 0.73180
H -1.89493 -5.99206 -0.19353
H -0.76007 -4.34139 -1.57719
H -2.52483 -4.10391 -1.60800
H -2.88102 -0.05416 0.49476
H -2.04449 1.66829 -0.63273
H -3.12893 4.68789 -2.15279
H -2.23876 3.15508 -2.30864
H -3.60015 3.28742 -1.15979
H -2.05521 6.19800 1.10188
H -0.65560 7.26114 1.39055
H -0.82947 6.42068 -0.17107
H 0.87498 2.39013 4.62912
H 2.32370 2.26549 3.59497
H 2.12795 3.65546 4.69298
H 0.57545 1.07878 2.65908
H 2.33093 -2.53216 -0.07386
H 0.78101 -3.04337 0.34335
H 3.51311 -0.72787 -2.82643
H 3.46884 -2.29734 -1.99228
H 4.86624 -2.08613 -0.05615
H 5.49753 -0.91603 2.01142
H 4.50074 1.27209 2.55029
H 2.84869 2.28411 1.00712
H 2.21239 1.11272 -1.04868
H -0.57631 0.28154 -3.90824
```

ΔE to the lowest compared entry with this formula, charge and spin (kcal per mole): 0.0
HOMO energy (eV): -8.207
Net charge: 0
Lowest unoccupied orbital energy (eV): 0.3221
Gap between HOMO and LUMO (eV): 8.529